Record 1
{
  "formula": "C23H22Br4InN5O4S2",
  "method": "ωB97M-V with the def2-TZVPD basis set",
  "spin_multiplicity": 1,
  "relative_energy_kcal_mol": 20.4,
  "lumo_ha": 0.154,
  "charge": -2,
  "elements": ["In", "N", "C", "S", "N", "N", "C", "C", "C", "C", "C", "C", "N", "H", "H", "H", "H", "H", "H", "H", "Br", "C", "C", "Br", "C", "Br", "C", "O", "C", "O", "C", "Br", "O", "S", "N", "C", "C", "C", "C", "C", "C", "H", "H", "H", "H", "H", "C", "C", "O", "C", "C", "H", "H", "H", "H", "H", "H", "H", "H", "H", "H"],
  "positions_angstrom": [[0.2433, -0.0648, -0.2549], [-4.3651, -1.2739, 0.6325], [-3.3292, -0.4184, 0.3248], [-2.1372, -0.2021, 1.5314], [-3.4635, 0.1087, -0.8766], [-2.5485, 1.0120, -1.2476], [-2.6468, 1.3659, -2.4798], [-1.7261, 2.3013, -3.1026], [-1.6974, 2.4003, -4.5039], [-0.7635, 3.2115, -5.1111], [0.1142, 3.9407, -4.3173], [0.0022, 3.8031, -2.9441], [-0.8847, 3.0187, -2.3418], [-4.1524, -1.9507, 1.3458], [-4.8492, -1.6259, -0.1798], [-3.4040, 0.8975, -3.1096], [-2.3800, 1.7967, -5.0893], [-0.7069, 3.2627, -6.1922], [0.8713, 4.5811, -4.7505], [0.6662, 4.3459, -2.2774], [-3.8025, -6.0068, 0.2740], [-2.4012, -4.7745, 0.6259], [-1.7709, -4.7788, 1.8640], [-2.3552, -5.9271, 3.2527], [-0.7148, -3.8819, 2.0740], [0.1318, -3.7897, 3.7657], [-0.2796, -2.9961, 1.0983], [0.7094, -2.1115, 1.3441], [-0.9149, -2.9712, -0.1890], [-0.5646, -2.1695, -1.1162], [-1.9920, -3.8828, -0.3573], [-2.8614, -3.7961, -2.0404], [2.3036, -4.2146, 1.0371], [2.5144, -2.7810, 1.2130], [3.0175, -2.1998, -0.1517], [4.4019, 1.7482, -0.6037], [3.8216, 1.3641, 0.5989], [3.3288, 0.0831, 0.7830], [3.4121, -0.8852, -0.2445], [3.9504, -0.4552, -1.4744], [4.4466, 0.8239, -1.6440], [4.7872, 2.7534, -0.7311], [3.7409, 2.0825, 1.4085], [2.8727, -0.1804, 1.7289], [3.9643, -1.1699, -2.2882], [4.8643, 1.1120, -2.6031], [-0.0786, 3.3431, 1.1956], [1.3173, 2.8461, 1.5569], [1.3560, 1.5530, 2.1272], [0.7141, 1.4344, 3.3803], [1.0410, 0.0645, 3.9383], [0.0081, 4.2645, 0.6147], [-0.6746, 3.5497, 2.0859], [-0.5964, 2.6014, 0.5869], [1.8023, 3.5575, 2.2451], [1.9244, 2.7636, 0.6529], [-0.3708, 1.5396, 3.2672], [1.0711, 2.2314, 4.0540], [0.6445, -0.7073, 3.2763], [0.5931, -0.0623, 4.9257], [2.1218, -0.0718, 4.0051]],
  "lowdin_charge": [0.8096, 0.0455, -0.9040, 0.5496, -0.0482, -0.0203, -0.1434, -0.2751, -0.0463, -0.1019, -0.0991, -0.1566, 0.1236, 0.0593, 0.0692, 0.1027, 0.1004, 0.0932, 0.0853, 0.0984, 0.6354, -0.7684, -0.7708, 0.6294, -0.6253, 0.7464, -0.4248, -0.4358, -0.4836, -0.2465, -0.6380, 0.7025, -0.4719, 0.8640, -0.2189, -0.1285, -0.1351, -0.1141, -0.4423, -0.0611, -0.1203, 0.0820, 0.0954, 0.0710, 0.1019, 0.0860, -0.0866, -0.3053, -0.2777, -0.2855, -0.0707, 0.0684, 0.0679, 0.0166, 0.1155, 0.0887, 0.0895, 0.1168, 0.0373, 0.0758, 0.0787]
}

***

Record 2
{
  "formula": "C23H22BrFIN4NdO6",
  "method": "ωB97M-V with the def2-TZVPD basis set",
  "spin_multiplicity": 4,
  "s2": 3.75,
  "lumo_ha": [-0.195, -0.194],
  "charge": 2,
  "elements": ["Nd", "C", "C", "N", "C", "C", "C", "O", "O", "C", "O", "C", "C", "C", "F", "C", "C", "C", "N", "C", "C", "N", "C", "C", "H", "H", "H", "H", "H", "H", "H", "H", "H", "H", "H", "H", "H", "H", "H", "H", "H", "H", "O", "C", "N", "Br", "C", "C", "C", "C", "C", "C", "I", "H", "H", "H", "H", "O", "O"],
  "positions_angstrom": [[-0.7201, -5.0149, -0.2120], [3.8067, 1.5584, 0.4359], [3.6113, 0.7678, -0.8589], [2.3607, -0.0508, -0.8625], [2.4342, -1.3563, -0.6344], [1.3662, -2.1521, -0.3723], [1.4242, -3.6085, -0.1862], [1.1708, -4.0974, 0.9389], [1.2897, -4.2931, -1.2221], [0.0599, -1.6779, -0.5740], [-0.9744, -2.3678, -0.4776], [-0.0261, -0.2593, -0.8513], [-1.2842, 0.3440, -1.0130], [-1.4337, 1.6286, -1.3897], [-2.6823, 2.0632, -1.6208], [-0.3148, 2.4317, -1.6294], [0.9367, 1.8704, -1.5084], [1.1339, 0.5329, -1.0807], [-0.4646, 3.8201, -1.9901], [-1.1004, 4.1414, -3.2509], [-0.9414, 5.6287, -3.5521], [-1.4905, 6.4711, -2.4030], [-0.8919, 6.1127, -1.1162], [-0.9378, 4.6309, -0.8272], [4.7500, 2.1415, 0.3510], [3.9948, 0.8457, 1.2990], [3.0189, 2.2076, 0.7326], [4.4412, 0.0979, -0.9981], [3.5675, 1.4597, -1.7012], [3.3984, -1.8411, -0.6376], [-2.1533, -0.2773, -0.8407], [1.7406, 2.5268, -1.7810], [-2.1669, 3.8901, -3.2927], [-0.6144, 3.5698, -4.0868], [-1.4769, 5.9133, -4.4435], [0.1113, 5.9096, -3.6763], [-2.5115, 6.3616, -2.3979], [-1.3019, 7.4588, -2.6353], [-1.4046, 6.6842, -0.3566], [0.1454, 6.5040, -1.1656], [-1.9494, 4.2724, -0.5351], [-0.2221, 4.4669, 0.0029], [-5.0771, -4.6107, -1.8144], [-4.0671, -5.1571, -1.7294], [-2.8708, -5.4550, -1.5470], [-2.6072, -5.9297, 6.0122], [-1.1012, -4.9573, 5.4792], [-0.1417, -4.5466, 6.3977], [0.9164, -3.7579, 5.9623], [1.0628, -3.3876, 4.6323], [0.0897, -3.7524, 3.7028], [-0.9227, -4.6150, 4.1378], [-2.4046, -5.2390, 2.8361], [-0.2969, -4.7737, 7.4534], [1.6115, -3.3636, 6.6415], [1.8763, -2.7254, 4.3426], [0.1320, -3.3522, 2.6945], [-1.3962, -6.9579, -0.9543], [-2.5024, -6.7336, -1.8262]],
  "lowdin_charge": [1.9441, -0.0589, -0.1497, -0.0133, 0.0484, -0.0549, -0.6851, -0.0960, -0.0544, -0.3253, -0.0644, -0.0242, 0.0923, -0.2083, 0.0963, -0.1648, 0.0889, -0.0936, -0.1032, -0.1481, -0.0710, 0.0578, -0.1165, -0.1105, 0.0978, 0.1044, 0.0546, 0.1206, 0.1154, 0.1659, 0.1452, 0.1225, 0.1271, 0.1634, 0.1351, 0.1455, 0.1937, 0.1967, 0.1409, 0.1567, 0.1405, 0.1507, 0.2774, -0.1866, -0.0792, 0.7607, -0.7603, -0.0972, -0.0596, -0.0627, -0.1466, -0.7288, 0.9867, 0.1177, 0.0984, 0.1141, 0.0667, -0.4025, -0.1605]
}

***

Record 3
{
  "formula": "C23H22BrN3O3S",
  "method": "ωB97M-V with the def2-TZVPD basis set",
  "spin_multiplicity": 1,
  "relative_energy_kcal_mol": 0.0,
  "lumo_ha": -0.021,
  "elements": ["O", "C", "N", "C", "N", "C", "C", "C", "C", "C", "C", "H", "H", "C", "N", "C", "C", "O", "C", "C", "H", "H", "H", "H", "H", "H", "H", "H", "H", "H", "H", "H", "H", "S", "H", "C", "C", "C", "C", "C", "C", "C", "C", "C", "C", "H", "H", "Br", "H", "H", "O", "H", "H"],
  "positions_angstrom": [[-2.7779, -0.3029, 1.2318], [-2.1024, -1.2051, 1.7057], [-1.0540, -1.8003, 1.0568], [-0.4760, -1.4661, -0.1655], [-1.0559, -0.4515, -0.8162], [-0.6824, 0.2384, -1.9680], [0.3129, -0.1737, -2.8483], [0.6332, 0.6125, -3.9392], [-0.0198, 1.8137, -4.1865], [-1.0407, 2.1980, -3.3223], [-1.3729, 1.4228, -2.2314], [-2.1641, 1.7351, -1.5643], [-1.5814, 3.1151, -3.5067], [0.4306, 2.7227, -5.3015], [1.4850, 3.6543, -4.9162], [1.0896, 4.6000, -3.8884], [2.2014, 5.6386, -3.7289], [3.4235, 5.0333, -3.3806], [3.8000, 4.0911, -4.3568], [2.7299, 3.0125, -4.5336], [3.0338, 2.3269, -5.3273], [2.6323, 2.4488, -3.5899], [4.7379, 3.6514, -4.0135], [3.9619, 4.5984, -5.3200], [1.9648, 6.3377, -2.9249], [2.3155, 6.1902, -4.6745], [0.1693, 5.0986, -4.2000], [0.9193, 4.1073, -2.9155], [0.8173, 2.1318, -6.1364], [-0.4096, 3.3235, -5.6610], [1.4089, 0.2787, -4.6127], [0.8406, -1.0966, -2.6816], [-1.8613, -0.0521, -0.3206], [0.8372, -2.3668, -0.5968], [-0.5747, -2.5555, 1.5334], [-2.3353, -1.7434, 3.0411], [-3.3109, -1.4339, 3.9610], [-3.0410, -2.2121, 5.0960], [-1.9118, -2.9514, 4.8079], [-1.1564, -3.8988, 5.6012], [-1.5476, -4.2167, 6.9043], [-0.8133, -5.1076, 7.6596], [0.3213, -5.6895, 7.1149], [0.7279, -5.3919, 5.8239], [-0.0103, -4.5001, 5.0735], [0.3026, -4.2619, 4.0690], [1.6131, -5.8520, 5.4129], [1.3357, -6.9136, 8.1584], [-1.1155, -5.3506, 8.6666], [-2.4288, -3.7634, 7.3285], [-1.4905, -2.6674, 3.5591], [-3.6033, -2.2223, 6.0063], [-4.1079, -0.7342, 3.8173]],
  "lowdin_charge": [0.0767, -0.3744, 0.0888, -0.7888, 0.0912, -0.2245, -0.0339, -0.0357, -0.2224, -0.0436, -0.0075, 0.1167, 0.1131, -0.1503, -0.1588, -0.1733, -0.1985, -0.1305, -0.1973, -0.1726, 0.1262, 0.1277, 0.1247, 0.1257, 0.1243, 0.1257, 0.1257, 0.1278, 0.1230, 0.1223, 0.1147, 0.0247, 0.1134, 0.6944, 0.1091, -0.1711, 0.0376, 0.0171, -0.1990, -0.1433, -0.0132, -0.1173, -0.6777, -0.1122, -0.0049, 0.1188, 0.1050, 0.7356, 0.1031, 0.1127, 0.0886, 0.1119, 0.1244]
}

***

Record 4
{
  "formula": "C23H22Cl2MoN5O5S2SeSi",
  "method": "ωB97M-V with the def2-TZVPD basis set",
  "spin_multiplicity": 3,
  "relative_energy_kcal_mol": 15.6,
  "s2": 2.03,
  "lumo_ha": [0.066, 0.051],
  "charge": -1,
  "elements": ["Mo", "Cl", "C", "C", "C", "N", "C", "O", "C", "C", "C", "C", "C", "N", "C", "C", "C", "Cl", "N", "C", "O", "C", "C", "C", "C", "C", "N", "H", "H", "H", "H", "H", "H", "H", "H", "H", "H", "C", "C", "N", "H", "H", "H", "O", "S", "O", "O", "S", "C", "Si", "C", "C", "Se", "H", "H", "H", "H", "H", "H", "H", "H", "H"],
  "positions_angstrom": [[-0.1899, 0.4727, -0.6751], [-4.8597, -1.3987, -5.3934], [-3.9857, -0.4383, -4.2408], [-3.0990, -1.0784, -3.3794], [-2.3999, -0.3304, -2.4576], [-1.5391, -0.8300, -1.4559], [-1.9685, -1.8417, -0.6426], [-2.5551, -2.8557, -0.9676], [-1.7842, -1.4635, 0.8140], [-2.3439, -2.2160, 1.8248], [-2.3927, -1.6901, 3.1067], [-1.8883, -0.4202, 3.3234], [-1.3193, 0.2645, 2.2644], [-1.2635, -0.2406, 1.0337], [-2.5830, 1.0681, -2.3732], [-3.4716, 1.6935, -3.2302], [-4.1645, 0.9330, -4.1670], [-5.2708, 1.7467, -5.2310], [-1.7873, 1.6663, -1.3878], [-1.9617, 2.9211, -0.9424], [-2.8440, 3.7292, -1.2092], [-0.8341, 3.2933, -0.0059], [-0.7610, 4.5350, 0.5863], [0.3601, 4.8592, 1.3351], [1.3897, 3.9351, 1.4286], [1.2491, 2.6995, 0.8272], [0.1400, 2.3712, 0.1453], [-2.9666, -2.1484, -3.4283], [-2.7445, -3.1877, 1.5718], [-2.8219, -2.2601, 3.9198], [-1.9078, 0.0364, 4.3026], [-0.8824, 1.2438, 2.4050], [-3.6332, 2.7577, -3.1672], [-1.5834, 5.2183, 0.4259], [0.4307, 5.8181, 1.8316], [2.3011, 4.1552, 1.9658], [2.0189, 1.9381, 0.8899], [1.4422, -3.0665, -0.8769], [1.7763, -1.8308, -0.0927], [1.1018, -0.7738, -0.1999], [2.1363, -3.8692, -0.6391], [1.4998, -2.8242, -1.9386], [0.4226, -3.3844, -0.6578], [2.8763, -1.9983, 0.6852], [3.6134, -0.6964, 1.5036], [4.7578, -1.3844, 2.0276], [3.8711, 0.2723, 0.4593], [2.3343, -0.1053, 2.8496], [3.4791, 1.8186, -4.7047], [3.2031, 1.2621, -2.9332], [3.7077, 2.6039, -1.7237], [4.1381, -0.3141, -2.5700], [0.9379, 0.9865, -2.8553], [4.5350, 2.0065, -4.9191], [2.9137, 2.7319, -4.8971], [3.1142, 1.0536, -5.3926], [4.7131, 2.9835, -1.9276], [3.7011, 2.1881, -0.7129], [3.0039, 3.4367, -1.7651], [5.2193, -0.1572, -2.6218], [3.8679, -1.1079, -3.2680], [3.8953, -0.6378, -1.5545]],
  "lowdin_charge": [1.3582, 0.6386, -0.6831, -0.0367, -0.2252, -0.0826, -0.4596, 0.0770, -0.1697, 0.0127, -0.0406, -0.0434, -0.1124, -0.0257, -0.2182, -0.0301, -0.6789, 0.6398, -0.0763, -0.4686, 0.0422, -0.1728, 0.0051, -0.0420, -0.0336, -0.1213, -0.0636, 0.1101, 0.1217, 0.1098, 0.1092, 0.1071, 0.1014, 0.1195, 0.1080, 0.1156, 0.0551, 0.0171, -0.5344, -0.1177, 0.0837, 0.0897, 0.0742, -0.2123, 0.1606, -0.3696, -0.4112, 0.2435, -0.2531, 0.1226, -0.2255, -0.2139, 0.3425, 0.0229, 0.0200, 0.0205, 0.0289, -0.0080, 0.0196, 0.0347, 0.0263, -0.0077]
}